Below is the molecule C4H7NO, with properties calculated with wB97M-V/def2-TZVPD.

Properties
Relative energy (zero: lowest compared OMol25 entry of this formula, charge and spin) = 2.233 eV
Gap between HOMO and LUMO = 9.89 eV
Spin multiplicity = 1
E_HOMO = -8.907 eV
Lowest unoccupied orbital energy = 0.985 eV

Positions of all 13 atoms, in Å:
C (-0.429, -1.209, 1.893)
N (0.467, -1.157, 1.004)
C (0.013, -1.021, -0.376)
C (0.469, 0.288, -0.976)
C (-0.019, 1.454, -0.558)
O (0.318, 2.690, -1.002)
H (-1.507, -1.170, 1.672)
H (-0.141, -1.295, 2.942)
H (-1.084, -1.118, -0.448)
H (0.449, -1.847, -0.947)
H (1.239, 0.265, -1.745)
H (-0.771, 1.521, 0.225)
H (0.997, 2.598, -1.685)


Below is a structure of composition C4H2FLiO4Sm in a non-equilibrium geometry, with properties calculated with wB97M-V/def2-TZVPD.

Properties
Expectation value of S² = 12.0074
Gap between HOMO and LUMO (spin up / spin down) = 6.66 / 6.87 eV
Spin multiplicity = 7
E_HOMO (spin up / spin down) = -15.796 / -15.798 eV
Lowest unoccupied orbital energy (spin up / spin down) = -9.135 / -8.926 eV
Net charge = +2

Positions of all 13 atoms, in Å:
O (0.573, 0.831, 0.278)
C (-1.323, 2.302, 0.193)
O (-1.634, 2.275, -0.951)
O (1.548, -1.101, 0.218)
C (1.577, 0.101, 0.654)
C (0.341, -1.385, -0.608)
O (-1.777, 1.588, 1.070)
C (-0.743, -0.471, -0.107)
Sm (4.093, 0.929, 1.802)
H (0.130, -2.445, -0.443)
H (0.681, -1.255, -1.642)
F (-1.157, -1.081, 1.097)
Li (-2.308, -0.287, -1.560)


Below is a cluster of 2 separate species, C2H3N3OS in total in a non-equilibrium geometry, with properties calculated with wB97M-V/def2-TZVPD.

Properties
Relative energy (zero: lowest compared OMol25 entry of this formula, charge and spin) = 6.018 eV
Gap between HOMO and LUMO (spin up / spin down) = 7.22 / 7.22 eV
Spin multiplicity = 1
E_HOMO (spin up / spin down) = -9.595 / -9.598 eV
Lowest unoccupied orbital energy (spin up / spin down) = -2.376 / -2.382 eV

Positions of all 10 atoms, in Å:
C (-0.523, 1.315, -0.568)
C (1.249, -0.097, 0.210)
N (-1.028, 2.314, -0.788)
N (-0.056, 0.129, -0.301)
N (-0.937, -0.959, -0.332)
O (-0.453, -2.078, -0.105)
S (-2.984, -0.305, 0.760)
H (1.248, -1.129, 0.622)
H (2.026, 0.143, -0.551)
H (1.459, 0.668, 1.053)


Below is the molecule C15H25NO3, with properties calculated with wB97M-V/def2-TZVPD.

Properties
Relative energy (zero: lowest compared OMol25 entry of this formula, charge and spin) = 0.489 eV
Gap between HOMO and LUMO = 9.90 eV
Spin multiplicity = 1
E_HOMO = -9.124 eV
Lowest unoccupied orbital energy = 0.781 eV

Positions of all 44 atoms, in Å:
C (3.503, -5.387, -0.332)
C (1.992, -5.310, -0.171)
O (1.448, -4.193, -0.880)
C (1.467, -3.009, -0.261)
O (1.910, -2.827, 0.842)
C (0.808, -1.948, -1.121)
C (-0.704, -1.983, -0.857)
C (-1.392, -0.864, -1.636)
N (-0.837, 0.424, -1.268)
C (-1.624, 1.309, -0.602)
O (-2.794, 1.053, -0.380)
C (-0.993, 2.619, -0.143)
C (-2.086, 3.679, 0.077)
C (-2.603, 3.643, 1.510)
C (-1.504, 4.056, 2.495)
C (-0.120, 3.633, 1.990)
C (-0.218, 2.356, 1.163)
C (0.574, 0.513, -1.554)
C (1.349, -0.559, -0.784)
H (3.877, -6.277, 0.166)
H (3.768, -5.432, -1.386)
H (3.968, -4.512, 0.114)
H (1.503, -6.185, -0.604)
H (1.728, -5.218, 0.887)
H (0.993, -2.191, -2.172)
H (-0.886, -1.841, 0.210)
H (-1.115, -2.948, -1.155)
H (-1.254, -1.016, -2.713)
H (-2.459, -0.839, -1.410)
H (-0.312, 2.990, -0.914)
H (-2.910, 3.484, -0.611)
H (-1.687, 4.671, -0.141)
H (-2.949, 2.632, 1.721)
H (-3.461, 4.310, 1.611)
H (-1.700, 3.597, 3.465)
H (-1.518, 5.138, 2.638)
H (0.554, 3.477, 2.834)
H (0.312, 4.422, 1.369)
H (-0.736, 1.594, 1.748)
H (0.782, 1.980, 0.940)
H (0.714, 0.353, -2.632)
H (0.962, 1.498, -1.306)
H (1.244, -0.396, 0.290)
H (2.409, -0.495, -1.034)


Below is a cluster of 17 separate species, C68H187N17O17 in total in a non-equilibrium geometry, with properties calculated with wB97M-V/def2-TZVPD.

Properties
Relative energy (zero: lowest compared OMol25 entry of this formula, charge and spin) = 4.937 eV
Gap between HOMO and LUMO = 9.18 eV
Spin multiplicity = 1
E_HOMO = -8.647 eV
Lowest unoccupied orbital energy = 0.530 eV

Positions of all 289 atoms, in Å:
C (-4.786, -4.215, -0.365)
C (-4.353, -5.599, -0.791)
C (-4.444, -6.474, 0.455)
O (-3.465, -6.017, 1.353)
C (-3.487, -6.590, 2.615)
N (-5.164, -6.220, -1.830)
H (-4.567, -3.501, -1.184)
H (-4.403, -3.908, 0.594)
H (-5.852, -4.080, -0.234)
H (-3.294, -5.524, -1.067)
H (-4.199, -7.540, 0.192)
H (-5.448, -6.412, 0.869)
H (-2.877, -6.080, 3.351)
H (-3.097, -7.605, 2.611)
H (-4.464, -6.644, 3.026)
H (-4.796, -7.205, -1.961)
H (-5.082, -5.768, -2.762)
C (-2.541, -1.128, 7.691)
C (-1.962, -1.693, 6.397)
C (-3.015, -2.162, 5.439)
O (-2.312, -2.822, 4.344)
C (-3.249, -3.245, 3.333)
N (-1.017, -0.801, 5.726)
H (-1.830, -0.680, 8.385)
H (-3.111, -1.877, 8.210)
H (-3.109, -0.226, 7.460)
H (-1.413, -2.550, 6.688)
H (-3.732, -1.389, 5.116)
H (-3.565, -2.951, 5.908)
H (-2.670, -3.910, 2.682)
H (-3.564, -2.358, 2.781)
H (-4.161, -3.791, 3.726)
H (-0.645, -1.298, 4.925)
H (-0.205, -0.569, 6.385)
C (1.081, 3.880, 6.742)
C (0.506, 2.439, 6.680)
C (0.282, 1.905, 8.130)
O (1.448, 1.882, 9.083)
C (2.512, 1.078, 8.643)
N (-0.695, 2.441, 5.851)
H (1.003, 4.350, 5.779)
H (2.106, 3.916, 7.199)
H (0.492, 4.384, 7.483)
H (1.180, 1.813, 6.072)
H (-0.093, 0.913, 8.208)
H (-0.431, 2.607, 8.661)
H (3.069, 0.721, 9.531)
H (3.178, 1.685, 8.044)
H (2.129, 0.253, 7.974)
H (-1.370, 3.123, 6.178)
H (-1.184, 1.537, 5.908)
C (1.186, -4.688, 1.835)
C (1.816, -3.769, 2.797)
C (0.899, -3.619, 4.003)
O (1.373, -2.728, 4.986)
C (1.992, -3.355, 6.071)
N (3.108, -4.247, 3.265)
H (0.919, -5.716, 2.292)
H (1.886, -4.915, 0.998)
H (0.271, -4.247, 1.450)
H (1.922, -2.757, 2.372)
H (0.775, -4.675, 4.359)
H (-0.115, -3.261, 3.764)
H (2.274, -2.601, 6.752)
H (2.911, -3.960, 5.745)
H (1.305, -4.043, 6.521)
H (3.096, -5.015, 3.955)
H (3.761, -3.509, 3.516)
C (-6.390, -2.769, -3.263)
C (-7.022, -2.513, -4.624)
C (-6.918, -0.978, -4.901)
O (-7.476, -0.124, -3.861)
C (-7.814, 1.152, -4.293)
N (-6.386, -3.298, -5.667)
H (-6.608, -3.795, -3.012)
H (-6.954, -2.090, -2.626)
H (-5.330, -2.470, -3.298)
H (-8.126, -2.731, -4.615)
H (-7.301, -0.658, -5.868)
H (-5.814, -0.843, -4.988)
H (-6.926, 1.749, -4.676)
H (-8.194, 1.658, -3.418)
H (-8.635, 1.114, -5.071)
H (-6.790, -3.098, -6.573)
H (-5.371, -3.032, -5.595)
C (-0.638, -3.714, -4.243)
C (-1.557, -2.513, -3.954)
C (-2.406, -1.998, -5.038)
O (-1.709, -0.994, -5.728)
C (-2.568, -0.220, -6.590)
N (-2.521, -2.964, -2.901)
H (0.021, -3.349, -5.077)
H (-1.338, -4.533, -4.478)
H (-0.218, -4.120, -3.330)
H (-0.916, -1.657, -3.727)
H (-3.349, -1.558, -4.626)
H (-2.621, -2.734, -5.831)
H (-2.027, 0.600, -6.944)
H (-3.513, 0.160, -6.118)
H (-2.897, -0.783, -7.459)
H (-2.170, -3.301, -2.047)
H (-3.097, -2.170, -2.618)
C (4.760, 3.359, -0.125)
C (5.912, 2.361, -0.118)
C (5.547, 1.088, -0.899)
O (5.046, 1.277, -2.259)
C (4.714, 0.027, -2.816)
N (7.085, 3.095, -0.458)
H (3.781, 2.814, 0.115)
H (4.694, 3.765, -1.132)
H (4.924, 4.147, 0.613)
H (5.978, 2.059, 0.921)
H (4.809, 0.551, -0.333)
H (6.430, 0.397, -0.988)
H (4.032, -0.495, -2.183)
H (5.564, -0.626, -3.037)
H (4.227, 0.178, -3.757)
H (7.968, 2.668, -0.492)
H (6.933, 3.463, -1.366)
C (-2.778, 6.906, -1.656)
C (-1.433, 6.308, -1.965)
C (-1.464, 5.529, -3.285)
O (-2.292, 4.397, -3.213)
C (-2.076, 3.484, -4.321)
N (-0.336, 7.285, -2.050)
H (-3.130, 7.676, -2.463)
H (-2.866, 7.359, -0.682)
H (-3.482, 6.155, -1.858)
H (-1.279, 5.687, -1.148)
H (-0.409, 5.167, -3.532)
H (-1.661, 6.284, -4.115)
H (-2.020, 4.009, -5.219)
H (-2.846, 2.732, -4.398)
H (-1.231, 2.856, -4.086)
H (0.261, 7.363, -1.239)
H (-0.775, 8.196, -2.173)
C (2.226, 4.561, -5.331)
C (2.933, 3.756, -4.290)
C (4.253, 4.405, -3.948)
O (5.138, 4.408, -5.011)
C (5.983, 3.266, -5.022)
N (2.086, 3.552, -3.147)
H (2.803, 4.507, -6.240)
H (2.250, 5.616, -5.104)
H (1.232, 4.129, -5.495)
H (3.201, 2.746, -4.794)
H (4.708, 3.878, -3.121)
H (4.052, 5.464, -3.690)
H (6.382, 3.187, -6.015)
H (5.442, 2.336, -4.819)
H (6.714, 3.367, -4.239)
H (2.691, 2.948, -2.534)
H (1.962, 4.452, -2.748)
C (3.469, 2.186, -9.190)
C (3.920, 1.726, -7.760)
C (2.872, 0.771, -7.243)
O (3.138, 0.299, -5.908)
C (1.981, -0.351, -5.313)
N (5.235, 1.142, -7.960)
H (2.492, 2.605, -9.144)
H (3.307, 1.327, -9.818)
H (4.193, 2.843, -9.644)
H (3.997, 2.585, -7.046)
H (2.738, -0.041, -7.905)
H (1.936, 1.261, -7.213)
H (1.910, -1.432, -5.609)
H (1.004, 0.139, -5.501)
H (2.098, -0.296, -4.249)
H (5.148, 0.385, -8.661)
H (5.562, 0.683, -7.114)
C (8.317, -0.559, 1.618)
C (6.989, -0.657, 2.336)
C (6.425, -2.047, 2.360)
O (6.154, -2.414, 1.063)
C (4.842, -2.173, 0.630)
N (6.919, -0.136, 3.655)
H (8.223, -1.198, 0.745)
H (9.156, -1.038, 2.271)
H (8.670, 0.413, 1.352)
H (6.255, -0.111, 1.768)
H (5.522, -1.998, 2.970)
H (7.188, -2.747, 2.826)
H (4.803, -2.120, -0.477)
H (4.536, -1.187, 1.059)
H (4.179, -2.893, 1.006)
H (7.663, -0.469, 4.195)
H (6.914, 0.904, 3.657)
C (-5.005, 1.912, -1.357)
C (-4.028, 0.873, -0.978)
C (-4.359, 0.121, 0.273)
O (-4.892, 0.983, 1.265)
C (-5.573, 0.342, 2.349)
N (-3.756, -0.156, -2.020)
H (-6.026, 1.516, -1.581)
H (-4.675, 2.574, -2.150)
H (-5.152, 2.547, -0.459)
H (-3.061, 1.436, -0.829)
H (-3.494, -0.359, 0.679)
H (-5.019, -0.662, -0.045)
H (-6.150, 1.050, 2.939)
H (-4.888, -0.093, 3.024)
H (-6.255, -0.403, 1.900)
H (-2.824, 0.058, -2.326)
H (-4.514, 0.008, -2.776)
C (2.472, 2.066, 2.531)
C (3.574, 1.355, 3.291)
C (4.396, 2.317, 4.203)
O (5.386, 3.001, 3.413)
C (5.931, 4.153, 4.044)
N (3.051, 0.291, 4.118)
H (3.034, 2.814, 1.845)
H (1.894, 2.550, 3.330)
H (1.887, 1.402, 1.937)
H (4.282, 1.001, 2.557)
H (4.868, 1.791, 5.031)
H (3.668, 3.040, 4.615)
H (5.088, 4.807, 4.336)
H (6.563, 4.651, 3.241)
H (6.618, 3.981, 4.902)
H (2.357, -0.316, 3.655)
H (3.821, -0.210, 4.610)
C (2.895, -3.631, -3.186)
C (4.031, -4.548, -3.655)
C (4.246, -4.513, -5.133)
O (4.394, -3.189, -5.480)
C (4.814, -3.115, -6.829)
N (5.223, -4.167, -2.919)
H (2.670, -3.788, -2.134)
H (2.001, -3.749, -3.782)
H (3.233, -2.589, -3.259)
H (3.828, -5.585, -3.518)
H (3.361, -4.956, -5.732)
H (5.179, -5.049, -5.397)
H (4.068, -3.488, -7.514)
H (5.761, -3.688, -6.853)
H (4.993, -2.049, -6.961)
H (6.082, -4.453, -3.329)
H (5.252, -3.171, -2.688)
C (0.603, 5.550, 1.333)
C (0.240, 4.064, 0.989)
C (-0.921, 3.606, 1.871)
O (-2.053, 4.443, 1.754)
C (-3.273, 3.868, 2.195)
N (-0.070, 3.814, -0.424)
H (-0.162, 6.262, 1.072)
H (1.497, 5.832, 0.760)
H (0.787, 5.615, 2.427)
H (1.096, 3.437, 1.209)
H (-0.564, 3.709, 2.922)
H (-1.168, 2.554, 1.703)
H (-3.180, 3.326, 3.144)
H (-3.614, 3.227, 1.371)
H (-4.033, 4.638, 2.258)
H (0.458, 4.312, -1.075)
H (-1.038, 4.004, -0.658)
C (-6.616, 0.159, 6.334)
C (-7.247, -0.806, 5.349)
C (-7.743, -2.079, 6.028)
O (-6.705, -2.856, 6.520)
C (-6.489, -4.086, 5.870)
N (-8.188, -0.025, 4.541)
H (-5.715, -0.238, 6.891)
H (-7.359, 0.544, 7.004)
H (-6.266, 0.935, 5.673)
H (-6.479, -1.136, 4.647)
H (-8.403, -2.646, 5.348)
H (-8.416, -1.828, 6.841)
H (-5.725, -4.655, 6.402)
H (-6.220, -3.852, 4.845)
H (-7.310, -4.793, 5.840)
H (-8.665, -0.549, 3.814)
H (-8.839, 0.340, 5.183)
C (1.802, 0.668, -1.089)
C (0.424, -0.059, -1.279)
C (-0.132, -0.619, 0.092)
O (-0.188, 0.241, 1.189)
C (-0.397, -0.492, 2.406)
N (-0.468, 0.904, -1.968)
H (2.315, 0.760, -2.019)
H (2.460, 0.339, -0.282)
H (1.486, 1.606, -0.667)
H (0.412, -0.997, -1.819)
H (0.550, -1.422, 0.342)
H (-1.146, -1.024, -0.180)
H (-1.363, -1.050, 2.497)
H (-0.424, 0.283, 3.228)
H (0.403, -1.227, 2.455)
H (-0.464, 1.799, -1.476)
H (-0.273, 0.970, -2.954)


Below is a structure of composition C34H32N6O2Sc in a non-equilibrium geometry, with properties calculated with wB97M-V/def2-TZVPD.

Properties
Relative energy (zero: lowest compared OMol25 entry of this formula, charge and spin) = 1.472 eV
Gap between HOMO and LUMO = 8.11 eV
Spin multiplicity = 1
E_HOMO = -10.399 eV
Lowest unoccupied orbital energy = -2.285 eV
Net charge = +1

Positions of all 75 atoms, in Å:
Sc (-0.384, -0.261, 0.241)
O (-0.564, -1.191, -1.413)
C (-1.332, -2.019, -2.052)
C (-0.890, -2.650, -3.239)
C (-1.680, -3.547, -3.914)
C (-2.953, -3.876, -3.444)
C (-3.429, -3.262, -2.315)
C (-2.659, -2.318, -1.615)
C (-3.262, -1.656, -0.507)
N (-2.714, -0.766, 0.244)
C (-3.571, -0.212, 1.281)
C (-3.001, 1.111, 1.822)
N (-1.582, 0.894, 2.010)
C (-1.158, 0.932, 3.223)
C (0.015, 0.261, 3.690)
C (0.627, 0.628, 4.896)
C (1.533, -0.200, 5.512)
C (1.743, -1.473, 4.981)
C (1.147, -1.864, 3.806)
C (0.336, -0.981, 3.053)
O (-0.144, -1.305, 1.892)
H (0.095, -2.408, -3.607)
H (-1.314, -4.009, -4.819)
H (-3.555, -4.607, -3.958)
H (-4.410, -3.503, -1.933)
H (-4.312, -1.931, -0.333)
H (-3.620, -0.931, 2.110)
H (-4.587, -0.054, 0.894)
H (-3.508, 1.352, 2.769)
H (-3.195, 1.920, 1.113)
H (-1.797, 1.369, 4.003)
H (0.366, 1.585, 5.327)
H (2.041, 0.109, 6.412)
H (2.384, -2.167, 5.505)
H (1.292, -2.865, 3.430)
C (2.578, 1.668, -0.113)
N (1.177, 1.697, -0.565)
C (0.526, 2.859, 0.047)
C (-0.924, 2.996, -0.322)
C (-1.576, 4.218, -0.181)
C (-2.874, 4.344, -0.644)
C (-3.467, 3.244, -1.249)
C (-2.764, 2.049, -1.287)
N (-1.526, 1.912, -0.813)
C (1.122, 1.772, -2.037)
C (1.634, 0.508, -2.698)
C (1.701, 0.379, -4.084)
C (2.276, -0.765, -4.613)
C (2.735, -1.752, -3.751)
C (2.560, -1.562, -2.390)
N (2.035, -0.458, -1.885)
C (2.908, 0.486, 0.758)
C (4.093, 0.466, 1.486)
C (4.479, -0.709, 2.108)
C (3.693, -1.834, 1.921)
C (2.509, -1.709, 1.212)
N (2.088, -0.562, 0.679)
H (2.850, 2.599, 0.395)
H (3.237, 1.587, -0.985)
H (1.039, 3.791, -0.243)
H (0.597, 2.754, 1.137)
H (-1.068, 5.050, 0.281)
H (-3.401, 5.282, -0.550)
H (-4.459, 3.313, -1.668)
H (-3.203, 1.158, -1.718)
H (1.706, 2.634, -2.402)
H (0.084, 1.918, -2.345)
H (1.326, 1.152, -4.737)
H (2.370, -0.884, -5.683)
H (3.202, -2.648, -4.126)
H (2.868, -2.310, -1.668)
H (4.698, 1.357, 1.569)
H (5.380, -0.755, 2.702)
H (3.974, -2.788, 2.337)
H (1.861, -2.563, 1.060)


Below is a cluster of 2 separate species, C9H14 in total in a non-equilibrium geometry, with properties calculated with wB97M-V/def2-TZVPD.

Properties
Relative energy (zero: lowest compared OMol25 entry of this formula, charge and spin) = 2.120 eV
Gap between HOMO and LUMO = 10.03 eV
Spin multiplicity = 1
E_HOMO = -9.060 eV
Lowest unoccupied orbital energy = 0.966 eV

Positions of all 23 atoms, in Å:
C (2.248, -0.950, 1.315)
C (0.842, -1.301, 0.967)
C (0.345, -1.170, -0.274)
C (-0.994, -1.443, -0.570)
C (-1.848, -1.661, 0.469)
C (-1.428, -1.784, 1.803)
C (-0.079, -1.603, 1.987)
H (2.912, -1.806, 1.183)
H (2.386, -0.880, 2.419)
H (2.773, -0.233, 0.622)
H (1.074, -0.816, -1.136)
H (-1.238, -1.482, -1.644)
H (-2.979, -1.997, 0.319)
H (-2.071, -2.041, 2.646)
H (0.421, -1.772, 3.052)
C (-0.914, 2.784, -1.128)
C (0.200, 2.461, -2.201)
H (-1.735, 2.170, -1.331)
H (-0.306, 2.371, -0.205)
H (-1.130, 3.745, -0.805)
H (1.245, 2.453, -1.762)
H (0.059, 3.317, -2.911)
H (0.216, 1.638, -2.813)